1.
Here is a molecular structure, C38H52BN12SV from OMol25. Energies are from wB97M-V/def2-TZVPD.

Summary:
M in g mol⁻¹: 770.74
Multiplicity: 2
Relative energy (zero: lowest compared OMol25 entry of this formula, charge and spin) in eV: 0.000
Charge: +1
Electronic energy in a.u.: -3503.38470
Orbital gap (alpha / beta) in eV: 7.2 / 6.4

Atoms and positions in Å:
V: -0.1953 -0.5705 0.3655
C: -2.3023 2.0247 0.2306
C: -1.7809 2.8598 -0.9186
C: -0.9026 2.2151 -1.9527
C: -0.8992 2.7951 -3.2215
C: -0.0614 2.3051 -4.1970
C: 0.7333 1.2120 -3.8827
C: 0.6459 0.6776 -2.6132
N: -0.1398 1.1630 -1.6360
N: -1.3056 1.3593 1.0954
C: -0.2763 2.3003 1.5436
C: 0.7511 1.5836 2.3716
C: 1.5126 2.2469 3.3219
C: 2.4682 1.5377 4.0294
C: 2.6358 0.1893 3.7531
C: 1.8464 -0.3929 2.7800
N: 0.9086 0.2830 2.1029
C: -2.0542 0.8355 2.2521
C: -2.8306 -0.3768 1.8386
C: -4.0813 -0.6823 2.3408
C: -4.6593 -1.8991 2.0073
C: -3.9541 -2.7589 1.1857
C: -2.7185 -2.3639 0.7009
N: -2.1617 -1.1832 0.9996
H: -2.9864 1.2539 -0.1261
H: -2.8972 2.7009 0.8609
H: -1.2499 3.7403 -0.5450
H: -2.6609 3.2614 -1.4260
H: -1.5540 3.6334 -3.4182
H: -0.0440 2.7472 -5.1852
H: 1.3951 0.7577 -4.6074
H: 1.2209 -0.1970 -2.3715
H: -0.7081 3.1361 2.1102
H: 0.2177 2.7208 0.6623
H: 1.3501 3.3020 3.4986
H: 3.0728 2.0288 4.7802
H: 3.3727 -0.4067 4.2730
H: 1.9724 -1.4305 2.5050
H: -2.7117 1.6017 2.6806
H: -1.3451 0.5316 3.0246
H: -4.5819 0.0171 2.9972
H: -5.6331 -2.1707 2.3920
H: -4.3496 -3.7259 0.9074
H: -2.1465 -3.0122 0.0518
C: 5.0358 0.8842 0.8386
C: 3.6065 1.1364 0.3485
C: 3.4936 2.5226 -0.2769
C: 3.1804 -0.0107 -0.5253
C: 3.9421 -0.5455 -1.5772
C: 3.2861 -1.6986 -1.9401
N: 2.1996 -1.8247 -1.1680
N: 2.1039 -0.7792 -0.2994
B: 1.2602 -3.0414 -1.0753
N: -0.0754 -2.7430 -1.7735
C: -0.6299 -3.4292 -2.7838
C: -1.7739 -2.7729 -3.1750
C: -1.8551 -1.6559 -2.3313
N: -0.8179 -1.6453 -1.4852
C: -2.8666 -0.5496 -2.4151
C: -2.8931 0.0075 -3.8411
C: -4.2770 -0.9691 -1.9992
N: 1.0105 -3.3534 0.4136
C: 1.3888 -4.4418 1.0929
C: 0.8838 -4.3549 2.3726
C: 0.1837 -3.1425 2.4017
N: 0.2704 -2.5409 1.2083
C: -0.5989 -2.5935 3.5603
C: 0.2580 -2.4628 4.8218
C: -1.7973 -3.5022 3.8637
H: 5.3308 1.6519 1.5562
H: 5.1246 -0.0915 1.3188
H: 5.7460 0.9150 0.0102
H: 2.9678 1.1403 1.2212
H: 4.1291 2.6242 -1.1620
H: 2.4635 2.7809 -0.5302
H: 3.8280 3.2697 0.4463
H: 4.8750 -0.1770 -1.9676
H: 3.5329 -2.4558 -2.6662
H: 1.7651 -3.9918 -1.6038
H: -0.1638 -4.3276 -3.1524
H: -2.4464 -3.0466 -3.9696
H: -2.5207 0.2368 -1.7469
H: -3.3541 -0.7104 -4.5228
H: -3.4802 0.9269 -3.8816
H: -1.8879 0.2208 -4.2043
H: -4.5952 -1.8581 -2.5480
H: -4.3471 -1.1868 -0.9357
H: -4.9848 -0.1694 -2.2269
H: 1.9738 -5.2071 0.6107
H: 0.9961 -5.0690 3.1699
H: -0.9613 -1.6043 3.2729
H: 0.7345 -3.4153 5.0597
H: 1.0393 -1.7092 4.7232
H: -0.3701 -2.1879 5.6706
H: -1.4513 -4.4425 4.2975
H: -2.4643 -3.0272 4.5852
H: -2.3679 -3.7385 2.9680
N: 1.4881 6.2974 -3.6089
C: 1.7311 5.2426 -2.8057
N: 2.5658 4.3060 -3.2884
S: 1.0281 5.1083 -1.2947
H: 0.9612 7.0577 -3.2171
H: 2.0433 6.4776 -4.4283
H: 2.9340 4.3424 -4.2233
H: 2.7066 3.4738 -2.7430

***

2.
Here is 2 unconnected molecules or ions with the total composition C4H5BrO2 at a distorted geometry from OMol25. Energies are from wB97M-V/def2-TZVPD.

Summary:
M in g mol⁻¹: 164.99
Multiplicity: 3
Relative energy (zero: lowest compared OMol25 entry of this formula, charge and spin) in eV: 1.739
Electronic energy in a.u.: -2879.67761
Orbital gap (alpha / beta) in eV: 6.9 / 7.0

Atoms and positions in Å:
C: -0.5918 0.4659 -1.5380
C: -0.8631 0.2518 2.0327
C: -1.5354 -0.6466 1.4280
C: 1.4326 -0.0617 -0.4254
O: -0.6030 1.3412 2.4394
O: 0.6610 -0.0333 -1.5651
Br: -1.2342 -2.4577 0.9413
H: -0.8785 0.6146 -0.5170
H: -1.1563 0.6935 -2.4916
H: 1.1743 0.8697 0.0963
H: 2.5094 -0.2768 -0.6629
H: 1.0850 -0.7606 0.2623